Record 1
A molecular structure, C29H43N6ORbSTe. Source: OMol25; level of theory: ωB97M-V/def2-TZVPD.

Each line ends with the Mulliken spin population.
Atoms and positions in Å:
C 2.213 -4.107 -1.340  0.000
H -2.364 3.057 3.645  0.000
H -0.687 1.909 -5.053  0.000
H -4.343 1.871 1.833  0.000
H -4.714 3.210 2.940  0.000
H 3.604 3.627 -4.972  0.000
C 3.228 3.264 -2.884  -0.001
H 2.856 -2.661 2.628  0.005
H -3.749 -0.036 -5.735  0.000
Rb -1.535 -0.093 1.537  0.011
H 4.624 -0.201 -0.384  -0.001
N -3.612 0.135 3.791  0.000
C -2.669 0.060 -5.638  0.000
H 4.749 1.827 -3.318  0.000
N 1.040 -1.040 2.879  0.872
H -2.347 -3.090 3.514  0.000
H 1.875 -5.435 -2.999  0.000
H 0.761 -1.031 5.727  -0.009
C 2.297 -5.461 -1.994  0.000
C 0.762 3.179 -0.002  0.014
H -4.874 -0.851 5.145  0.000
H -4.974 -1.949 2.918  0.000
H -3.174 -1.294 5.275  0.000
C 2.875 -3.857 -0.145  -0.001
C 3.606 4.173 -4.026  0.000
H 0.932 -3.258 -2.829  0.000
C 0.520 -0.780 -1.955  0.002
H -2.656 0.424 3.947  -0.002
H 3.949 -0.909 -1.845  0.001
C 3.525 -2.435 1.796  -0.009
H 1.671 4.528 -2.139  0.000
C -0.032 -0.899 4.991  0.089
H -5.507 0.989 3.743  0.000
N -3.005 -2.600 2.920  -0.001
H 1.124 0.088 -2.230  0.000
C 3.600 1.220 -1.618  -0.013
H 3.471 -4.645 0.306  0.000
H -2.274 0.645 -6.470  0.000
C 1.460 -3.084 -1.897  0.000
C -1.031 2.068 -2.925  0.000
C 2.205 3.591 -2.008  0.002
C 2.040 -1.599 -0.088  -0.036
H 2.908 5.005 -4.114  0.000
C -4.105 2.306 2.806  0.000
C -2.332 0.697 -4.315  0.000
C -4.219 -2.237 3.652  0.000
H 1.136 3.174 1.026  0.001
H -0.109 2.520 -0.051  -0.001
C 3.922 2.083 -2.662  0.004
H -0.199 2.744 -2.735  0.000
C 1.354 -1.835 -1.288  0.005
N -1.750 1.722 -1.872  0.000
H 3.839 -1.399 1.926  0.002
H 4.608 4.584 -3.886  0.000
C -4.470 1.300 3.894  0.000
H 5.398 0.102 -1.953  0.000
H 3.333 -5.797 -2.064  0.000
Te 1.881 0.281 0.882  0.021
O 0.541 1.055 3.716  0.013
H -2.240 -0.942 -5.687  0.000
C 0.567 -0.204 3.755  -0.085
H 4.397 -3.087 1.850  0.000
H 1.745 -6.203 -1.414  0.000
H -4.625 -3.064 4.251  0.000
N -3.071 0.334 -3.281  0.000
C -2.800 0.878 -2.067  0.000
C 2.799 -2.623 0.489  0.022
H 0.426 4.194 -0.230  0.001
H -3.219 -3.206 2.139  0.000
N -2.665 2.556 2.818  -0.001
H -0.462 -1.874 4.759  -0.003
H -0.789 -0.237 5.413  0.004
H 0.034 -1.168 -2.850  0.000
S -3.782 0.493 -0.722  0.000
C 4.440 -0.019 -1.445  0.000
C -3.966 -1.039 4.561  0.000
C 2.521 1.533 -0.778  0.093
H -2.378 3.083 2.003  0.000
H -0.252 -0.399 -1.291  0.001
C -1.285 1.609 -4.204  0.000
H -4.416 1.782 4.887  0.000
C 1.847 2.749 -0.958  -0.001

frontier orbital gap (alpha / beta): 6.2 / 6.2 eV
molecular weight: 736.84 g/mol
LUMO (alpha / beta): 2.0 / 2.0 eV
largest force on an atom: 0.0138 Eh/bohr
charge: -1
2S+1: 2



Record 2
A molecular structure, C23H26As2BBrF4N2Pb. Source: OMol25; level of theory: ωB97M-V/def2-TZVPD.

Each line ends with the Löwdin charge.
Atoms and positions in Å:
C -3.613 2.178 -2.224  -0.165
C -4.093 1.914 -3.469  -0.087
H -3.328 -3.094 4.780  0.113
H -1.066 -2.382 -0.570  0.076
C 3.995 2.116 -1.533  -0.112
C 1.602 0.955 -3.373  -0.286
H -4.390 2.555 -4.277  0.109
H -3.603 -1.016 -2.213  0.135
H 1.080 1.882 -3.136  0.029
H 5.137 4.115 0.941  0.103
F -1.609 -1.161 -4.420  0.124
H 2.794 1.233 3.691  0.026
C -3.705 0.041 -2.391  -0.196
H -3.299 1.183 4.729  0.096
H -3.798 -0.950 5.906  0.105
C -2.561 -2.192 2.985  -0.166
N -4.148 0.544 -3.556  0.083
C -2.558 0.203 2.997  -0.568
C 2.593 -1.115 1.795  -0.293
C 4.561 3.344 0.444  -0.086
As 1.581 0.537 1.537  1.047
H -2.545 -4.343 2.907  0.112
H 2.104 -1.699 2.575  0.026
H -4.365 -0.004 -4.371  0.160
H 5.454 3.684 -1.478  0.103
C -2.258 -0.987 2.284  -0.236
H 1.148 0.645 4.000  0.023
As 1.970 -0.008 -1.713  1.087
C -3.114 -2.154 4.287  -0.036
C -1.775 -3.488 1.114  -0.060
C 3.374 -1.209 -2.354  -0.287
H 4.125 -0.654 -2.917  0.023
B -1.059 -1.807 -3.316  -1.293
C 3.068 1.359 -0.826  -0.425
F 0.278 -2.122 -3.514  0.117
C 4.740 3.104 -0.909  -0.084
C -2.306 -3.437 2.364  -0.039
C -3.375 -0.973 4.911  -0.079
C 2.896 1.596 0.543  -0.428
Br -2.224 1.908 2.185  0.727
H 0.960 0.331 -3.990  0.020
H 3.526 2.789 2.222  0.082
H -3.424 3.135 -1.770  0.098
C 3.646 2.592 1.165  -0.113
C -1.698 -1.051 0.970  -0.307
F -1.812 -2.908 -2.944  0.134
H 1.384 2.282 3.381  0.023
H 4.138 1.942 -2.593  0.091
C -1.473 -2.293 0.425  -0.120
N -3.376 0.998 -1.555  -0.057
H 2.913 -1.962 -2.991  0.021
C 1.762 1.261 3.343  -0.322
H 3.848 -1.699 -1.504  0.016
F -1.119 -0.858 -2.201  -0.122
C -3.092 0.237 4.250  -0.137
H -1.584 -4.439 0.634  0.110
H 2.519 1.183 -3.914  0.021
H 3.618 -0.890 2.087  0.033
Pb -1.034 0.743 -0.302  1.027
H 2.587 -1.693 0.872  0.004

frontier orbital gap: 8.5 eV
molecular weight: 854.23 g/mol
LUMO: 0.3 eV
largest force on an atom: 0.0072 Eh/bohr
charge: 0
2S+1: 1



Record 3
A molecular structure, C4H8CuO4 at a distorted geometry. Source: OMol25; level of theory: ωB97M-V/def2-TZVPD.

Each line ends with the Löwdin charge.
Atoms and positions in Å:
O -0.865 -0.731 0.062  -0.245
O 2.401 -0.734 0.390  -0.338
H -2.641 -1.666 -0.402  0.087
H 3.905 0.630 0.430  0.088
H -1.397 0.639 1.539  0.126
H -0.820 2.605 0.013  0.107
C 2.877 0.467 -0.004  -0.696
O -0.117 1.253 -1.357  -0.103
H -2.040 -1.934 1.272  0.090
Cu 1.005 -0.685 -1.352  0.415
H 1.855 1.479 0.400  0.104
C -1.742 -1.818 0.217  -0.098
H -2.363 0.686 0.010  0.127
O 2.949 0.417 -1.352  -0.302
C -1.354 0.527 0.439  -0.217
C -0.443 1.577 -0.171  -0.238
H -1.208 -2.709 -0.133  0.093

frontier orbital gap: 5.6 eV
molecular weight: 183.65 g/mol
LUMO: 3.1 eV
largest force on an atom: 0.0801 Eh/bohr
charge: -1
2S+1: 1



Record 4
5 unconnected molecules or ions with the total composition C53H90Br2F20N5O6PS at a distorted geometry. Source: OMol25; level of theory: ωB97M-V/def2-TZVPD.

Each line ends with the Mulliken spin population.
Atoms and positions in Å:
C 2.500 -4.192 -0.948  -0.001
H 1.373 4.247 -3.806  0.000
F 1.632 -2.400 1.006  0.004
H -7.990 4.110 3.617  0.000
C -8.160 5.187 3.567  -0.016
Br -4.041 2.558 0.890  0.581
N 7.689 4.330 4.264  0.319
C -1.265 1.726 0.762  0.278
H 3.868 -9.646 7.970  0.001
C 1.000 2.357 -0.076  0.016
C 4.570 -9.287 5.537  0.009
H 1.276 2.524 0.987  0.002
H 1.443 -10.434 6.496  0.003
C 1.071 1.202 -3.357  -0.002
C -7.963 7.019 -0.719  0.008
H 3.715 -7.909 7.708  -0.003
C 2.338 -10.464 5.865  0.021
H 0.191 4.240 -2.454  -0.001
H 0.532 3.313 -0.381  -0.011
H 0.826 -9.834 2.837  0.001
C -3.684 -2.914 -9.292  0.031
H 1.028 5.782 -2.851  0.000
C 2.922 0.329 -0.421  -0.008
C 1.005 -7.158 3.414  -0.002
H -9.119 5.299 3.071  0.008
O -2.516 -1.662 -7.810  0.571
O 1.471 -7.568 6.019  0.595
C -4.426 -2.733 -10.639  0.005
F 4.302 -2.732 -0.916  0.000
Br -2.530 0.056 0.914  0.822
H 8.187 7.526 5.475  0.001
H 5.949 4.498 2.001  0.004
H -3.730 -2.469 -11.437  -0.001
H 0.172 0.266 0.175  0.006
N -7.193 5.891 1.387  -0.345
C 3.743 -1.278 1.530  0.000
C 1.739 -5.405 -0.316  0.000
C -4.711 -1.109 -7.808  0.033
C 3.103 -9.137 6.007  0.033
F 2.002 -5.663 0.970  0.000
H 0.707 -7.335 2.381  0.000
H -8.515 9.063 1.027  -0.001
F -0.286 -6.439 0.186  0.000
S 2.444 4.285 -1.619  0.001
H -1.740 -2.798 -10.285  -0.002
F 3.067 -3.394 2.217  0.000
C 5.014 5.437 3.685  -0.018
H 2.608 -8.356 1.857  0.000
H 6.445 4.529 6.568  -0.007
H -3.645 -0.182 -6.126  0.001
H 3.698 -7.508 2.947  -0.021
C 1.893 -10.783 4.443  -0.020
F 5.058 -1.327 1.301  0.000
O -6.021 5.995 0.815  -0.588
H 5.232 -8.628 6.102  -0.001
H -4.933 -3.653 -10.935  -0.001
F -0.847 1.977 2.037  -0.002
H -8.767 8.158 3.314  0.000
O 3.724 4.596 -2.293  0.000
F -0.241 -5.457 -1.701  0.000
C -5.314 -2.206 -6.924  0.016
H -1.740 -3.848 -8.865  0.002
O 8.483 4.554 3.248  0.592
F -0.366 -4.305 0.187  0.002
H 1.260 -11.674 4.451  0.002
H 0.325 2.014 -3.419  0.000
C -5.761 5.080 3.300  0.042
H -4.625 -4.849 -9.018  0.002
C -2.103 2.850 0.197  0.200
C -8.073 6.954 0.811  -0.024
H 5.805 7.204 4.616  0.001
H -5.225 0.494 -6.437  0.000
C 1.110 -9.608 3.868  0.019
N 2.454 -8.008 5.278  0.338
H -5.741 4.979 4.387  0.001
H 1.512 -1.348 -6.217  0.000
C -2.334 -3.515 -9.715  -0.005
H 3.619 -9.279 2.919  0.002
H 9.348 6.202 5.380  -0.002
H -8.150 6.042 -1.169  0.000
H 6.602 2.302 5.655  -0.015
H -9.881 6.798 2.084  -0.001
N 0.647 -1.516 -5.709  0.000
H 7.532 2.597 1.994  0.000
H 5.225 3.412 5.536  0.001
H 4.690 3.535 2.740  0.004
H 0.081 -7.068 3.986  0.002
F 3.669 -1.217 2.895  0.000
F 2.154 -0.630 -1.043  -0.003
H 0.172 -9.503 4.425  0.004
H -8.287 5.548 4.589  0.001
F 2.070 -6.528 -0.998  0.000
H 2.758 -11.026 3.819  0.000
F 1.609 -3.384 -1.564  -0.001
H -6.435 -3.309 -8.426  -0.001
C 1.138 4.683 -2.825  0.000
H -3.675 -4.323 -7.651  0.004
H -0.573 1.161 -1.170  0.036
H -5.416 0.143 -9.459  -0.008
C 7.304 5.651 4.840  0.031
C -6.981 5.904 2.864  -0.027
C -5.823 -0.553 -8.724  0.012
H 6.229 6.263 6.650  -0.001
C 0.072 -0.210 -5.298  0.004
H 5.230 1.946 4.613  0.001
C 3.078 0.090 1.095  0.001
C 0.166 -5.335 -0.450  0.000
C -5.629 -3.477 -7.705  -0.020
C 1.272 0.698 -4.844  0.000
C 6.179 6.346 4.053  0.021
C 1.901 -8.296 3.919  -0.007
H 2.806 2.474 -3.464  0.000
C 6.916 5.478 6.329  0.011
H 2.181 0.073 -4.845  0.000
C 7.115 2.271 2.947  -0.008
H 2.286 -8.894 8.034  0.000
H 6.309 1.577 2.706  0.002
H -4.817 5.543 3.011  -0.007
C 6.585 3.441 3.785  0.027
C -6.778 7.318 3.432  -0.016
O 2.394 5.141 -0.421  0.000
H -6.227 -1.842 -6.447  0.000
C 5.878 2.749 4.971  0.029
H -6.385 -1.326 -9.244  0.000
C 3.028 -8.366 2.864  0.037
C -7.776 8.343 1.387  -0.017
C -7.769 8.352 2.913  0.018
H -3.885 0.889 -7.514  0.000
C -4.377 -3.971 -8.417  0.017
H 1.527 -6.200 3.450  -0.003
F 3.234 -4.693 -1.973  0.000
H 4.323 5.974 3.032  0.001
F 4.375 -4.346 0.473  0.000
H 0.051 -1.991 -6.384  0.002
H -0.640 -0.409 -4.478  -0.001
H 4.444 5.168 4.580  0.000
F -2.205 2.860 -1.147  0.008
H -6.564 -0.008 -8.135  0.000
C 2.475 1.624 -2.834  0.000
H 7.884 1.713 3.485  -0.005
H -6.820 7.293 4.523  -0.002
H -6.805 8.700 1.028  -0.004
H -7.482 9.344 3.270  -0.002
H 8.774 6.995 3.910  0.000
H -10.198 7.285 0.452  0.000
H -2.498 -4.388 -10.350  0.001
C -4.337 0.089 -6.924  -0.011
H 0.605 0.358 -2.823  0.001
H 6.589 6.755 3.123  0.003
F -1.704 4.047 0.679  0.007
C 3.530 -3.430 -0.057  0.000
H -5.987 -4.247 -7.019  0.001
C -0.109 1.275 -0.179  0.046
H 3.860 2.468 -0.566  0.001
C 2.968 -2.580 1.130  0.003
N -3.545 -1.592 -8.612  0.349
H 3.168 0.803 -3.101  0.000
F 3.941 1.049 1.540  0.001
H -0.434 0.225 -6.181  -0.001
H -5.770 7.667 3.181  -0.004
H 7.797 5.528 6.972  -0.001
C -9.564 6.633 1.055  -0.018
H -5.789 4.075 2.875  -0.003
H 4.926 -10.310 5.678  -0.001
H -4.625 -2.455 -6.110  0.005
H 1.330 1.593 -5.485  0.000
F 1.974 0.215 1.849  -0.001
F 4.195 0.068 -0.920  0.000
C 5.531 4.196 2.967  0.011
H -5.173 -1.945 -10.643  -0.007
P 2.559 2.116 -1.045  -0.001
H -6.986 7.369 -1.052  0.000
H 4.742 -9.034 4.496  -0.006
H -8.695 7.719 -1.123  -0.001
C 8.475 6.645 4.898  -0.004
C 3.244 -8.874 7.515  -0.005
H 2.946 -11.287 6.247  0.002
H -9.795 5.604 0.776  0.010

frontier orbital gap (alpha / beta): 6.5 / 4.9 eV
molecular weight: 1496.14 g/mol
LUMO (alpha / beta): 0.0 / -4.0 eV
largest force on an atom: 0.0867 Eh/bohr
charge: 0
2S+1: 5



Record 5
C16H24N2O5S2 in the gas phase at a distorted geometry. Source: OMol25; level of theory: ωB97M-V/def2-TZVPD.

Each line ends with the Löwdin charge.
Atoms and positions in Å:
H 5.535 -1.164 -2.502  0.130
O -1.067 -1.939 0.313  -0.271
O -1.486 -0.758 2.439  -0.266
H -6.120 -0.101 -0.256  0.109
H 6.437 -0.159 0.809  0.132
C 1.468 2.456 -0.351  -0.039
H -2.548 -0.938 -1.420  0.140
O 3.860 1.274 2.062  -0.267
H -4.208 2.152 0.512  0.111
H -6.047 1.492 -1.006  0.111
C 6.104 -1.202 0.694  -0.181
C -0.360 0.556 0.473  -0.226
H 3.328 -0.155 -1.639  0.124
N 3.769 -0.555 0.336  -0.246
H -3.394 0.600 2.262  0.118
H -5.588 1.591 1.465  0.115
H 4.564 -0.918 2.198  0.116
C -3.941 0.210 1.403  -0.189
O 4.378 1.890 -0.262  -0.284
H -1.855 1.813 -0.368  0.096
H -4.566 -0.623 1.751  0.129
H 6.766 -1.864 1.254  0.130
C -0.800 1.689 -0.183  -0.039
H 3.538 -1.881 -1.232  0.136
S -1.481 -0.753 1.006  0.673
H -4.377 -2.573 -1.583  0.086
C 0.117 2.646 -0.597  -0.043
H 4.334 -2.362 1.167  0.135
C -4.365 0.229 -1.467  -0.147
S 3.633 1.078 0.662  0.679
H -3.386 -2.835 -0.142  0.075
H 5.723 0.260 -1.429  0.116
C -3.439 -0.797 -0.799  -0.379
C 1.888 1.318 0.313  -0.248
C 5.397 -0.788 -1.487  -0.187
C 0.984 0.363 0.733  -0.030
H 2.210 3.172 -0.669  0.116
H 1.315 -0.523 1.248  0.128
H -4.815 -0.223 -2.352  0.117
C 4.661 -1.318 1.190  -0.162
H -3.767 1.083 -1.794  0.111
C -4.818 1.280 0.758  -0.169
O 6.205 -1.596 -0.658  -0.125
C -5.451 0.721 -0.514  -0.193
H -0.220 3.533 -1.110  0.111
C -4.099 -2.165 -0.615  -0.031
C 3.925 -0.869 -1.070  -0.161
N -2.952 -0.244 0.451  -0.231
H -4.988 -2.101 0.005  0.072

SMILES string: C[C@H]1CCCCN1S(=O)(=O)c1cccc(S(=O)(=O)N2CCOCC2)c1
frontier orbital gap: 9.6 eV
molecular weight: 388.51 g/mol
LUMO: 0.4 eV
largest force on an atom: 0.0223 Eh/bohr
charge: 0
2S+1: 1